[1]
{
  "formula": "C15H18",
  "method": "the ωB97M-V functional and the def2-TZVPD basis",
  "multiplicity": 1,
  "fmax_ev_per_a": 3.1,
  "smiles": "CCc1ccccc1.Cc1ccccc1",
  "total_charge": 0,
  "e_homo_ev": -8.82,
  "e_above_lowest_kcal_mol": 20.50,
  "symbols": ["C", "C", "C", "C", "C", "C", "C", "C", "H", "H", "H", "H", "H", "H", "H", "H", "H", "H", "C", "C", "C", "C", "C", "C", "C", "H", "H", "H", "H", "H", "H", "H", "H"],
  "xyz": [[-1.18534, -0.91765, 3.64285], [-1.18896, 0.54427, 3.14552], [-1.79295, 0.66750, 1.75012], [-1.80631, -0.25801, 0.74592], [-2.34021, 0.09875, -0.51332], [-2.76025, 1.35743, -0.79310], [-2.69770, 2.37410, 0.23207], [-2.27379, 1.99922, 1.44721], [-1.43601, -0.99769, 4.69270], [-0.14558, -1.29479, 3.59736], [-1.66095, -1.55940, 2.91133], [-1.77012, 1.13606, 3.84969], [-0.24330, 1.03295, 2.86143], [-1.31477, -1.21411, 0.83667], [-2.48832, -0.63665, -1.29279], [-3.15373, 1.64962, -1.75321], [-2.88509, 3.37677, -0.13294], [-2.21233, 2.70511, 2.26938], [3.31729, -2.42576, -2.89389], [2.77516, -1.32928, -2.03821], [2.42512, -0.09416, -2.55347], [1.64882, 0.76928, -1.75641], [1.24507, 0.47037, -0.47576], [1.69746, -0.77417, 0.04474], [2.53581, -1.57440, -0.68378], [3.58548, -2.11315, -3.90801], [2.60573, -3.24472, -2.96316], [4.24711, -2.85308, -2.51245], [2.70670, 0.24506, -3.54166], [1.41134, 1.71893, -2.23320], [0.66118, 1.14898, 0.12336], [1.26760, -0.99956, 1.01111], [2.91162, -2.52994, -0.32502]]
}

=====

[2]
{
  "formula": "C24H51Cl3N2O7P2S",
  "method": "the ωB97M-V functional and the def2-TZVPD basis",
  "multiplicity": 1,
  "fmax_ev_per_a": 6.1,
  "total_charge": 0,
  "e_homo_ev": -6.13,
  "symbols": ["C", "C", "C", "P", "N", "C", "C", "C", "S", "O", "O", "O", "C", "O", "C", "C", "O", "C", "C", "O", "C", "C", "C", "Cl", "C", "C", "Cl", "P", "O", "Cl", "H", "H", "H", "H", "H", "H", "H", "H", "H", "H", "H", "H", "H", "H", "H", "H", "H", "H", "H", "H", "H", "H", "H", "H", "H", "H", "H", "H", "H", "H", "H", "H", "H", "C", "C", "C", "N", "C", "C", "C", "C", "C", "H", "H", "H", "H", "H", "H", "H", "H", "H", "H", "H", "H", "H", "H", "H", "H", "H", "H"],
  "xyz": [[1.97340, -4.18308, -1.96178], [2.49510, -3.43665, -0.94688], [3.40262, -2.25438, -1.05749], [2.54198, -0.49837, -1.06302], [3.53075, 0.03562, 0.31857], [3.82716, 0.04368, -2.38714], [5.28565, 0.13744, -1.93185], [6.12769, 0.72681, -3.10523], [7.79095, 0.07596, -3.19772], [7.85676, -1.25489, -2.70957], [8.27847, 0.18338, -4.53247], [8.75276, 0.94630, -2.22743], [1.45623, -1.09212, -2.57063], [1.37305, -0.06989, -3.60532], [0.36735, -0.35303, -4.55861], [-0.67569, 0.75276, -4.65006], [-1.86178, 0.27989, -4.02656], [-2.95319, 1.13356, -4.27464], [-4.12698, 0.54912, -3.52225], [-3.80714, 0.48816, -2.15074], [-4.46177, 1.43127, -1.32359], [-3.45480, 1.71981, -0.20901], [1.52613, 1.19116, -1.15289], [-0.24509, 1.08826, -1.34274], [1.99622, 2.42619, -1.05096], [3.42408, 2.83056, -0.89087], [0.90540, 3.83325, -1.16840], [0.96374, -1.20947, 0.46377], [1.75154, -2.12556, 1.63837], [0.45240, 0.42663, 1.77731], [2.55926, -4.66673, -2.73982], [0.88980, -4.25568, -2.03150], [2.33600, -3.85378, 0.04687], [4.01506, -2.41419, -1.95222], [4.13712, -2.35174, -0.24614], [3.13001, 0.80577, 0.84325], [3.76839, -0.67358, 0.99943], [3.57303, 0.99816, -2.85626], [3.83722, -0.63017, -3.24637], [5.70466, -0.82731, -1.65376], [5.46160, 0.81021, -1.09763], [5.61510, 0.63099, -4.05755], [6.22406, 1.79875, -2.90890], [8.40718, 1.85501, -2.20331], [0.46976, -1.43305, -2.25114], [2.01214, -1.86565, -3.09923], [-0.11814, -1.30737, -4.35008], [0.81840, -0.47872, -5.55382], [-0.30013, 1.58867, -4.04548], [-0.85979, 1.14235, -5.65776], [-2.69905, 2.11385, -3.84225], [-3.18018, 1.20282, -5.34579], [-4.27988, -0.46962, -3.88683], [-5.01973, 1.13839, -3.75464], [-5.37115, 0.96578, -0.92222], [-4.68287, 2.35895, -1.85706], [-3.09485, 0.76139, 0.16575], [-2.62455, 2.25553, -0.66417], [-3.92732, 2.28652, 0.59647], [3.43974, 3.90556, -0.69349], [4.03046, 2.73422, -1.79143], [3.98126, 2.39781, -0.06466], [2.21892, -1.54195, 2.25578], [-5.64891, 0.12035, 6.39881], [-5.07776, 0.91159, 5.22234], [-4.59485, 0.09577, 4.03710], [-3.44428, -0.86928, 4.28017], [-3.98471, -2.25510, 4.43896], [-2.52011, -0.84278, 3.06772], [-1.60648, 0.32946, 3.33486], [-1.31769, 0.23097, 4.83021], [-2.51033, -0.52162, 5.43026], [-4.95212, -0.61476, 6.80254], [-5.90256, 0.79998, 7.21138], [-6.55934, -0.40595, 6.10639], [-4.28760, 1.58527, 5.56236], [-5.86663, 1.56861, 4.84990], [-4.27013, 0.78072, 3.25517], [-5.41225, -0.49143, 3.61911], [-4.50190, -2.52621, 3.52178], [-4.66936, -2.27347, 5.28270], [-3.15576, -2.93646, 4.60928], [-1.96318, -1.77968, 3.05649], [-3.11423, -0.75309, 2.16070], [-2.10560, 1.27434, 3.10851], [-0.70034, 0.28894, 2.73417], [-1.18982, 1.21370, 5.28044], [-0.39942, -0.32500, 5.01588], [-3.02318, 0.05046, 6.19231], [-2.18603, -1.45895, 5.87621]]
}

=====

[3]
{
  "formula": "C4H4O3S",
  "method": "the ωB97M-V functional and the def2-TZVPD basis",
  "multiplicity": 1,
  "fmax_ev_per_a": 7.0,
  "smiles": "O=C(S)C1OC=CO1",
  "total_charge": 0,
  "e_homo_ev": -8.75,
  "e_above_lowest_kcal_mol": 88.34,
  "symbols": ["O", "C", "S", "C", "O", "C", "C", "O", "H", "H", "H", "H"],
  "xyz": [[-1.23598, 1.72981, -0.28303], [-0.89670, 0.63019, 0.07950], [-2.14196, -0.72556, -0.18551], [0.59087, 0.46187, 0.83194], [1.59972, 0.90929, 0.02780], [2.01539, -0.01008, -0.93030], [1.58137, -1.09917, -0.27882], [0.99480, -0.81843, 0.92375], [-1.49544, -1.70646, 0.28414], [0.72977, 1.05156, 1.77159], [2.66162, -0.03095, -1.87842], [1.76151, -2.16747, -0.77124]]
}

=====

[4]
{
  "formula": "C3H2ClF3O",
  "method": "the ωB97M-V functional and the def2-TZVPD basis",
  "multiplicity": 1,
  "fmax_ev_per_a": 1.4,
  "smiles": "O=CC(F)(F)[C@@H](F)Cl",
  "total_charge": 0,
  "e_homo_ev": -11.01,
  "e_above_lowest_kcal_mol": 0.00,
  "symbols": ["O", "C", "C", "F", "F", "C", "F", "Cl", "H", "H"],
  "xyz": [[0.86665, -0.37304, -2.39621], [1.16122, 0.41606, -1.53319], [0.29687, 0.60123, -0.28218], [1.07976, 1.06904, 0.70951], [-0.64459, 1.52863, -0.56336], [-0.37877, -0.71783, 0.14098], [0.61847, -1.59094, 0.42835], [-1.40601, -0.46696, 1.54744], [2.00656, 1.13200, -1.61563], [-0.99621, -1.06663, -0.64526]]
}

=====

[5]
{
  "formula": "C5H21N3O5Rb",
  "method": "the ωB97M-V functional and the def2-TZVPD basis",
  "multiplicity": 1,
  "fmax_ev_per_a": 5.5,
  "total_charge": 1,
  "e_homo_ev": -11.62,
  "e_above_lowest_kcal_mol": 49.48,
  "symbols": ["Rb", "C", "O", "N", "N", "H", "H", "H", "H", "C", "C", "C", "O", "C", "N", "H", "H", "H", "H", "H", "H", "H", "H", "H", "H", "H", "O", "H", "H", "O", "H", "H", "O", "H", "H"],
  "xyz": [[1.30017, -2.55594, 0.08402], [0.40509, 0.35123, 5.52240], [0.93735, -0.23799, 4.61905], [-0.80117, 0.19463, 5.88180], [1.13344, 1.01743, 6.40631], [-0.97250, 0.39528, 6.85673], [-1.40521, -0.34275, 5.27645], [0.77945, 1.37867, 7.28055], [2.12033, 0.84176, 6.28269], [-3.04930, 2.34379, -0.36170], [-1.78826, 2.01574, -1.30111], [-1.74916, 2.91000, -2.55121], [-2.78744, 2.63280, -3.42470], [-2.51950, 1.48099, -4.28059], [-0.52531, 2.00750, -0.57416], [-3.93183, 2.42085, -0.99676], [-2.78335, 3.27504, 0.13842], [-3.10266, 1.61143, 0.44386], [-1.86773, 0.97782, -1.62440], [-0.78396, 2.91556, -3.05760], [-1.95739, 3.82233, -1.99229], [-1.80651, 1.76074, -5.05614], [-3.36349, 1.16239, -4.89239], [-2.26864, 0.61884, -3.66262], [-0.22766, 2.96054, -0.42177], [-0.72502, 1.69895, 0.36659], [2.06072, -6.58880, -2.23155], [2.65500, -6.68616, -2.97558], [2.63651, -6.42831, -1.48391], [2.89181, -0.70637, -3.64644], [3.30383, -1.44849, -4.08886], [3.11946, 0.05102, -4.18565], [4.67345, -5.31588, 1.04828], [5.08121, -4.52704, 1.40562], [5.31824, -6.00759, 1.19663]]
}

=====

[6]
{
  "formula": "C3H12N2O",
  "method": "the ωB97M-V functional and the def2-TZVPD basis",
  "multiplicity": 1,
  "fmax_ev_per_a": 1.2,
  "smiles": "CCO.NCN",
  "total_charge": 0,
  "e_homo_ev": -9.14,
  "e_above_lowest_kcal_mol": 14.57,
  "symbols": ["C", "C", "O", "H", "H", "H", "H", "H", "H", "N", "C", "N", "H", "H", "H", "H", "H", "H"],
  "xyz": [[1.88569, -0.14423, 1.04115], [2.03985, 0.36039, -0.40816], [3.19414, -0.23092, -0.99982], [2.87551, -0.39303, 1.41565], [1.48034, 0.65958, 1.63736], [1.24287, -1.01896, 1.09266], [2.17215, 1.43605, -0.38282], [1.13911, 0.05521, -0.92903], [3.01455, -0.35361, -1.93828], [-1.61649, -0.42125, -1.15840], [-1.59836, 0.15810, 0.17302], [-2.86639, 0.41285, 0.83679], [-1.88116, -1.39324, -1.12540], [-2.20516, 0.08279, -1.80367], [-1.06954, -0.57206, 0.77717], [-1.01088, 1.06949, 0.14604], [-3.63896, 0.67759, 0.24499], [-3.15729, -0.38473, 1.38072]]
}

=====

| no. | electronic energy (eV) |
| --- | --- |
| 1 | -15846.091 |
| 2 | -109998.038 |
| 3 | -21186.880 |
| 4 | -25865.163 |
| 5 | -20882.906 |
| 6 | -8332.690 |